1.
{
  "formula": "C45H121N6O22",
  "method": "ωB97M-V with the def2-TZVPD basis set",
  "species": ["C", "C", "C", "C", "C", "C", "N", "O", "C", "C", "C", "H", "H", "H", "H", "H", "H", "H", "H", "H", "H", "H", "H", "H", "H", "H", "H", "H", "H", "C", "C", "C", "O", "C", "N", "H", "H", "H", "H", "H", "H", "H", "H", "H", "H", "H", "C", "C", "C", "O", "C", "N", "H", "H", "H", "H", "H", "H", "H", "H", "H", "H", "H", "C", "C", "C", "O", "C", "N", "H", "H", "H", "H", "H", "H", "H", "H", "H", "H", "H", "C", "C", "C", "O", "C", "N", "H", "H", "H", "H", "H", "H", "H", "H", "H", "H", "H", "C", "C", "C", "O", "C", "N", "H", "H", "H", "H", "H", "H", "H", "H", "H", "H", "H", "C", "C", "O", "O", "H", "H", "H", "H", "H", "H", "C", "C", "O", "O", "H", "H", "H", "H", "H", "H", "C", "C", "O", "O", "H", "H", "H", "H", "H", "H", "C", "C", "O", "O", "H", "H", "H", "H", "H", "H", "C", "C", "O", "O", "H", "H", "H", "H", "H", "H", "C", "C", "O", "O", "H", "H", "H", "H", "H", "H", "C", "C", "O", "O", "H", "H", "H", "H", "H", "H", "C", "C", "O", "O", "H", "H", "H", "H", "H", "H"],
  "positions_angstrom": [[-2.90, -0.51, 0.32], [-1.50, -0.80, 0.86], [-0.71, -1.55, -0.20], [-0.09, -0.63, -1.24], [0.76, 0.47, -0.61], [-0.01, 1.25, 0.46], [-0.77, 0.36, 1.34], [-1.31, 1.05, 2.40], [-0.92, 2.25, -0.28], [1.04, 2.00, 1.30], [-1.64, -1.84, 2.00], [-2.82, 0.16, -0.55], [-3.48, 0.09, 1.02], [-3.44, -1.37, -0.10], [-1.43, -2.19, -0.73], [0.05, -2.27, 0.11], [-0.82, -0.19, -1.93], [0.45, -1.34, -1.87], [1.07, 1.07, -1.48], [1.67, -0.01, -0.23], [-0.34, 2.94, -0.90], [-1.50, 2.77, 0.48], [-1.60, 1.72, -0.96], [1.91, 2.23, 0.68], [1.35, 1.38, 2.14], [0.62, 2.92, 1.70], [-1.80, -2.85, 1.59], [-2.47, -1.65, 2.68], [-0.76, -1.82, 2.63], [-6.13, 0.39, -1.59], [-6.34, 1.82, -1.13], [-5.19, 2.34, -0.27], [-5.26, 3.75, -0.15], [-4.03, 4.28, 0.27], [-6.49, 2.65, -2.34], [-5.49, 0.26, -2.46], [-7.13, 0.04, -1.90], [-5.81, -0.33, -0.84], [-7.29, 1.89, -0.59], [-4.21, 2.11, -0.72], [-5.15, 1.84, 0.71], [-3.24, 4.14, -0.48], [-3.70, 3.85, 1.23], [-4.17, 5.36, 0.40], [-6.63, 3.61, -2.08], [-5.59, 2.58, -2.80], [4.63, 2.00, 1.45], [4.72, 0.67, 0.73], [5.91, 0.46, -0.21], [6.11, 1.51, -1.11], [5.16, 1.56, -2.15], [4.54, -0.40, 1.72], [3.83, 2.05, 2.20], [4.46, 2.83, 0.77], [5.55, 2.29, 1.97], [3.83, 0.59, 0.08], [5.73, -0.52, -0.70], [6.81, 0.31, 0.38], [5.29, 2.51, -2.65], [4.14, 1.39, -1.79], [5.30, 0.75, -2.87], [4.53, -1.30, 1.27], [3.60, -0.28, 2.10], [3.31, -3.89, 0.00], [2.24, -4.37, 0.98], [2.24, -5.86, 1.23], [1.59, -6.55, 0.20], [1.47, -7.94, 0.41], [2.48, -3.66, 2.25], [3.48, -2.82, 0.05], [2.99, -4.15, -1.02], [4.26, -4.44, 0.06], [1.25, -4.05, 0.63], [1.70, -6.00, 2.18], [3.26, -6.24, 1.36], [2.49, -8.34, 0.25], [0.78, -8.37, -0.31], [1.23, -8.19, 1.45], [1.80, -3.98, 2.95], [2.26, -2.65, 2.20], [1.09, -5.75, -5.08], [1.36, -5.38, -3.65], [0.52, -4.14, -3.26], [0.78, -3.06, -4.09], [2.02, -2.40, -3.98], [1.16, -6.51, -2.75], [1.40, -5.00, -5.82], [0.06, -5.96, -5.39], [1.68, -6.63, -5.37], [2.40, -5.05, -3.56], [0.76, -3.91, -2.21], [-0.54, -4.39, -3.21], [1.89, -1.45, -4.51], [2.77, -2.96, -4.54], [2.30, -2.17, -2.95], [1.31, -6.22, -1.78], [0.19, -6.80, -2.78], [0.25, 5.69, -5.03], [1.37, 4.77, -5.51], [0.81, 3.51, -6.22], [-0.26, 2.86, -5.56], [0.09, 2.43, -4.27], [2.24, 5.48, -6.42], [-0.07, 5.38, -4.04], [-0.63, 5.54, -5.67], [0.55, 6.73, -5.06], [1.90, 4.36, -4.65], [1.62, 2.81, -6.46], [0.38, 3.83, -7.17], [-0.81, 2.09, -3.76], [0.55, 3.16, -3.60], [0.78, 1.58, -4.38], [1.75, 6.11, -7.05], [2.72, 4.84, -7.05], [3.29, 5.02, 2.12], [3.07, 6.48, 1.81], [3.96, 7.32, 2.57], [3.07, 4.71, 3.47], [4.28, 4.70, 1.77], [2.55, 4.42, 1.58], [2.06, 6.70, 2.18], [3.19, 6.72, 0.76], [3.47, 8.08, 2.88], [3.86, 4.87, 4.00], [1.81, -0.94, 3.84], [1.77, 0.41, 4.53], [0.45, 0.88, 4.65], [1.73, -0.86, 2.42], [1.01, -1.59, 4.21], [2.70, -1.50, 4.15], [2.31, 1.18, 3.95], [2.26, 0.40, 5.51], [0.10, 0.87, 3.75], [0.79, -0.72, 2.14], [-2.12, -1.48, 5.92], [-3.20, -0.69, 5.18], [-2.86, 0.63, 4.94], [-1.57, -0.73, 7.00], [-1.29, -1.56, 5.20], [-2.41, -2.49, 6.22], [-4.05, -0.77, 5.87], [-3.50, -1.19, 4.26], [-2.62, 0.72, 4.00], [-1.21, -1.36, 7.63], [-0.79, 5.69, 4.74], [-0.47, 4.65, 3.68], [-0.86, 3.37, 4.17], [-0.20, 5.36, 5.99], [-1.86, 5.87, 4.82], [-0.33, 6.65, 4.45], [0.61, 4.67, 3.48], [-1.12, 4.89, 2.82], [-1.21, 2.90, 3.39], [-0.16, 6.15, 6.53], [0.12, 5.78, -1.07], [1.10, 4.92, -1.81], [1.80, 5.69, -2.77], [0.80, 6.88, -0.47], [-0.47, 5.22, -0.34], [-0.64, 6.14, -1.76], [0.50, 4.16, -2.30], [1.81, 4.42, -1.15], [2.33, 6.33, -2.28], [0.18, 7.47, -0.03], [-2.37, -0.28, -4.48], [-3.06, -1.54, -4.01], [-4.22, -1.70, -4.79], [-3.33, 0.80, -4.32], [-2.17, -0.22, -5.56], [-1.50, -0.04, -3.88], [-3.29, -1.32, -2.97], [-2.37, -2.38, -4.09], [-4.68, -2.51, -4.59], [-4.04, 0.59, -4.94], [-0.63, -5.02, 4.85], [-1.32, -5.69, 3.70], [-2.72, -5.80, 3.96], [0.63, -4.54, 4.41], [-0.58, -5.70, 5.72], [-1.23, -4.17, 5.20], [-0.85, -6.65, 3.44], [-1.26, -5.06, 2.80], [-3.07, -6.47, 3.37], [1.25, -4.45, 5.15], [-3.16, -4.96, -0.37], [-1.81, -5.63, -0.28], [-1.81, -6.91, -0.90], [-4.01, -5.50, 0.66], [-3.64, -5.18, -1.33], [-3.08, -3.88, -0.22], [-1.47, -5.70, 0.76], [-1.06, -5.06, -0.83], [-2.45, -7.48, -0.45], [-4.91, -5.52, 0.31]],
  "homo_lumo_gap_ev": 5.336,
  "total_charge": -1,
  "de_lowest_kj_mol": 0.00
}

---

2.
{
  "formula": "C45H25CoI4N5O4",
  "method": "ωB97M-V with the def2-TZVPD basis set",
  "species": ["Co", "I", "C", "C", "C", "C", "C", "C", "C", "C", "C", "C", "C", "C", "C", "C", "C", "C", "I", "C", "C", "C", "N", "C", "C", "C", "C", "C", "C", "I", "C", "C", "C", "C", "C", "C", "N", "C", "C", "C", "C", "C", "N", "C", "C", "C", "C", "I", "C", "C", "C", "C", "N", "H", "H", "H", "H", "H", "H", "H", "H", "H", "H", "H", "H", "H", "H", "H", "H", "H", "H", "H", "H", "H", "H", "H", "H", "O", "C", "O", "H", "O", "N", "O"],
  "positions_angstrom": [[0.16, 0.06, 0.18], [0.13, -8.68, 3.28], [0.62, -6.66, 2.86], [1.44, -6.31, 1.77], [1.59, -4.99, 1.41], [0.87, -3.95, 2.09], [-0.04, -4.33, 3.11], [-0.11, -5.63, 3.55], [1.11, -2.56, 1.72], [0.73, -1.46, 2.54], [0.89, -1.31, 3.94], [0.69, 0.01, 4.28], [0.29, 0.70, 3.08], [-0.21, 2.06, 2.90], [-0.09, 3.16, 3.87], [-0.09, 2.98, 5.27], [0.10, 4.04, 6.13], [0.16, 5.38, 5.67], [0.36, 6.99, 7.04], [0.05, 5.59, 4.28], [-0.01, 4.51, 3.40], [-1.04, 2.23, 1.75], [-0.96, 1.45, 0.58], [-2.06, 1.83, -0.25], [-2.26, 1.40, -1.56], [-3.58, 1.60, -2.25], [-3.71, 2.67, -3.16], [-4.90, 2.92, -3.81], [-5.98, 2.02, -3.56], [-7.79, 2.28, -4.54], [-5.87, 0.90, -2.68], [-4.61, 0.71, -2.07], [-1.11, 0.92, -2.27], [-0.88, 0.82, -3.70], [0.42, 0.51, -3.90], [1.04, 0.26, -2.64], [0.09, 0.51, -1.64], [2.34, -0.27, -2.42], [2.55, -0.96, -1.20], [3.61, -1.86, -0.88], [3.16, -2.65, 0.16], [1.94, -2.14, 0.62], [1.55, -1.08, -0.19], [3.42, -0.02, -3.42], [4.33, -1.05, -3.77], [5.34, -0.82, -4.67], [5.54, 0.46, -5.14], [7.32, 1.07, -6.01], [4.61, 1.51, -4.90], [3.56, 1.28, -4.03], [-2.80, 2.82, 0.43], [-2.14, 3.11, 1.60], [0.34, -0.21, 2.03], [2.00, -7.07, 1.25], [2.31, -4.65, 0.65], [-0.60, -3.54, 3.61], [-0.55, -5.87, 4.52], [1.19, -2.13, 4.59], [0.87, 0.49, 5.20], [-0.27, 2.00, 5.71], [0.05, 3.88, 7.22], [0.14, 6.62, 3.90], [-0.05, 4.67, 2.31], [-2.85, 3.36, -3.27], [-5.01, 3.70, -4.55], [-6.71, 0.25, -2.49], [-4.47, -0.19, -1.44], [-1.60, 1.03, -4.50], [0.95, 0.49, -4.85], [4.56, -1.95, -1.39], [3.82, -3.35, 0.64], [4.13, -2.04, -3.30], [6.01, -1.61, -5.00], [4.84, 2.47, -5.30], [2.84, 2.04, -3.82], [-3.65, 3.39, 0.06], [-2.35, 3.94, 2.24], [-2.42, -1.59, 1.84], [-2.29, -1.88, 0.65], [-1.28, -1.50, -0.12], [-2.99, -2.56, 0.14], [-2.40, -2.29, -3.18], [-2.36, -3.45, -2.83], [-1.94, -4.48, -3.35]],
  "spin_multiplicity": 5,
  "homo_lumo_gap_ev": [4.062, 4.869],
  "total_charge": -1,
  "de_lowest_kj_mol": 0.00
}

---

3.
{
  "formula": "C45H26Br3F7NOPRuSb",
  "method": "ωB97M-V with the def2-TZVPD basis set",
  "species": ["Ru", "F", "C", "C", "F", "C", "F", "C", "P", "C", "C", "C", "C", "C", "C", "C", "C", "C", "C", "C", "C", "C", "Br", "C", "F", "H", "H", "H", "H", "H", "H", "H", "H", "H", "H", "Br", "C", "C", "C", "Br", "C", "C", "C", "C", "N", "C", "C", "O", "H", "H", "H", "H", "F", "C", "C", "C", "C", "C", "C", "Sb", "C", "C", "C", "C", "F", "C", "C", "C", "C", "C", "C", "F", "C", "C", "H", "H", "H", "H", "H", "H", "H", "H", "H", "H", "H", "H"],
  "positions_angstrom": [[-0.17, -0.24, -0.22], [-4.51, -4.83, 2.82], [-3.96, -3.70, 2.44], [-4.56, -2.49, 2.76], [-5.68, -2.47, 3.45], [-3.98, -1.30, 2.35], [-4.58, -0.16, 2.66], [-2.80, -1.28, 1.62], [-2.07, 0.27, 0.99], [-1.81, 1.33, 2.43], [-1.73, 2.71, 2.25], [-1.52, 3.54, 3.34], [-1.37, 2.99, 4.61], [-1.41, 1.61, 4.78], [-1.62, 0.78, 3.69], [-3.41, 1.01, 0.02], [-4.32, 1.94, 0.52], [-5.33, 2.42, -0.28], [-5.46, 1.98, -1.59], [-4.57, 1.04, -2.10], [-3.55, 0.56, -1.30], [-2.22, -2.51, 1.33], [-0.58, -2.57, 0.34], [-2.77, -3.71, 1.72], [-2.20, -4.86, 1.41], [-1.87, 3.15, 1.27], [-1.49, 4.61, 3.21], [-1.23, 3.63, 5.46], [-1.28, 1.18, 5.77], [-1.65, -0.29, 3.84], [-4.24, 2.27, 1.55], [-6.04, 3.14, 0.12], [-6.26, 2.36, -2.21], [-4.69, 0.68, -3.11], [-2.88, -0.19, -1.69], [2.32, 2.85, 2.98], [1.65, 3.23, 1.29], [1.78, 4.49, 0.72], [1.30, 4.78, -0.55], [1.55, 6.48, -1.24], [0.63, 3.78, -1.33], [0.11, 3.93, -2.62], [-0.49, 2.84, -3.23], [-0.58, 1.62, -2.57], [-0.09, 1.46, -1.33], [0.49, 2.52, -0.74], [0.99, 2.20, 0.57], [0.83, 1.01, 1.00], [2.29, 5.26, 1.28], [0.19, 4.88, -3.14], [-0.90, 2.92, -4.23], [-1.03, 0.76, -3.03], [6.29, -5.19, 0.73], [5.43, -4.25, 0.35], [5.37, -3.07, 1.08], [4.48, -2.10, 0.67], [3.67, -2.30, -0.44], [3.73, -3.50, -1.14], [4.62, -4.49, -0.75], [2.33, -0.81, -1.09], [2.12, -1.38, -3.11], [3.23, -1.58, -3.93], [3.08, -1.95, -5.25], [1.80, -2.15, -5.75], [1.65, -2.52, -7.01], [0.67, -1.97, -4.96], [0.85, -1.58, -3.64], [3.37, 1.02, -1.35], [4.09, 1.60, -0.31], [4.75, 2.80, -0.48], [4.66, 3.43, -1.71], [5.27, 4.60, -1.89], [3.94, 2.89, -2.77], [3.30, 1.67, -2.58], [6.02, -2.94, 1.93], [4.42, -1.18, 1.25], [3.10, -3.68, -2.00], [4.70, -5.43, -1.27], [4.23, -1.43, -3.54], [3.93, -2.11, -5.90], [-0.31, -2.14, -5.39], [-0.03, -1.45, -3.02], [4.15, 1.11, 0.66], [5.32, 3.26, 0.31], [3.91, 3.41, -3.72], [2.75, 1.24, -3.41]],
  "spin_multiplicity": 2,
  "homo_lumo_gap_ev": [7.032, 5.213],
  "total_charge": 2,
  "de_lowest_kj_mol": 49.33
}

---

4.
{
  "formula": "C45H29F9IN3O5",
  "method": "ωB97M-V with the def2-TZVPD basis set",
  "species": ["C", "C", "C", "C", "C", "N", "C", "C", "N", "C", "C", "C", "F", "F", "C", "F", "F", "C", "F", "F", "C", "F", "F", "F", "N", "C", "C", "C", "C", "O", "I", "H", "H", "H", "H", "H", "H", "H", "H", "H", "H", "H", "H", "H", "O", "C", "C", "C", "C", "C", "C", "C", "C", "O", "C", "C", "C", "C", "C", "C", "H", "H", "H", "H", "H", "H", "H", "H", "O", "C", "C", "C", "C", "C", "C", "C", "C", "O", "C", "C", "C", "C", "C", "C", "H", "H", "H", "H", "H", "H", "H", "H"],
  "positions_angstrom": [[-4.47, -2.06, 2.41], [-5.45, -3.12, 1.65], [-6.12, -2.46, 0.34], [-5.03, -2.51, -0.84], [-4.36, -1.15, -1.24], [-4.69, 0.15, -0.58], [-3.30, -1.15, -2.36], [-2.81, -2.44, -3.12], [-1.78, -2.25, -4.11], [-1.49, -3.52, -4.70], [-2.14, -4.88, -4.35], [-1.66, -6.17, -5.14], [-2.79, -6.60, -5.94], [-0.60, -5.95, -6.06], [-1.26, -7.44, -4.24], [-0.58, -8.36, -5.11], [-2.48, -8.12, -3.87], [-0.35, -7.11, -2.96], [0.04, -8.39, -2.42], [-1.07, -6.48, -1.89], [1.01, -6.33, -3.26], [1.90, -6.65, -2.18], [0.90, -4.92, -3.25], [1.68, -6.72, -4.44], [-3.17, -5.02, -3.38], [-3.49, -3.78, -2.74], [-4.60, -3.77, -1.61], [-5.32, -5.16, -1.22], [-6.74, -5.33, -1.99], [-6.80, -5.02, -3.21], [-8.45, -6.09, -0.85], [-4.26, -2.51, 3.45], [-4.92, -1.02, 2.50], [-3.48, -2.07, 1.81], [-4.76, -4.01, 1.38], [-6.24, -3.55, 2.37], [-6.47, -1.38, 0.53], [-7.03, -3.06, -0.02], [-4.09, 0.21, 0.27], [-4.33, 0.93, -1.18], [-2.81, -0.13, -2.61], [-0.68, -3.52, -5.53], [-5.54, -5.26, -0.10], [-4.67, -6.07, -1.50], [-1.63, 1.84, 1.24], [-0.81, 2.16, 2.08], [0.40, 1.33, 2.30], [0.60, 0.19, 1.52], [1.75, -0.57, 1.69], [2.71, -0.20, 2.63], [2.50, 0.93, 3.42], [1.34, 1.69, 3.26], [1.12, 2.88, 4.12], [1.92, 3.16, 5.00], [-0.08, 3.72, 3.89], [-0.28, 4.86, 4.66], [-1.38, 5.67, 4.43], [-2.29, 5.35, 3.43], [-2.10, 4.20, 2.66], [-1.00, 3.38, 2.89], [-0.13, -0.10, 0.77], [1.91, -1.46, 1.08], [3.61, -0.79, 2.76], [3.24, 1.21, 4.16], [0.43, 5.12, 5.45], [-1.54, 6.56, 5.04], [-3.15, 5.99, 3.24], [-2.81, 3.96, 1.88], [7.70, 3.47, 1.53], [6.86, 4.16, 0.98], [6.99, 4.51, -0.46], [8.08, 4.02, -1.19], [8.18, 4.31, -2.54], [7.21, 5.08, -3.17], [6.14, 5.58, -2.44], [6.03, 5.30, -1.08], [4.89, 5.85, -0.31], [4.08, 6.59, -0.84], [4.75, 5.49, 1.12], [3.67, 5.97, 1.85], [3.51, 5.61, 3.18], [4.43, 4.76, 3.79], [5.52, 4.29, 3.07], [5.69, 4.66, 1.73], [8.83, 3.41, -0.70], [9.03, 3.92, -3.11], [7.29, 5.29, -4.24], [5.39, 6.19, -2.94], [2.94, 6.63, 1.38], [2.66, 5.99, 3.75], [4.30, 4.48, 4.83], [6.24, 3.63, 3.55]],
  "homo_lumo_gap_ev": 7.299,
  "smiles": "CCCc1c(N)cc2ncc(C(F)(F)C(F)(F)C(F)(F)C(F)(F)F)nc2c1CC(=O)I.O=C1c2ccccc2C(=O)c2ccccc21.O=C1c2ccccc2C(=O)c2ccccc21"
}